No. 1
DFT (ωB97M-V/def2-TZVPD) results for the molecule CH3N5 in a non-equilibrium geometry.

Geometry as XYZ:
```
9
Properties=species:S:1:pos:R:3:forces:R:3:mulliken_charge:R:1
N 0.672 -1.282 -0.216 -2.6 -2.8 -5.7 -0.037
N 1.514 -0.415 0.183 7.4 -2.8 3.3 -0.199
N -0.315 -0.362 -0.739 -5.6 -1.0 -0.6 -0.324
N -1.229 1.320 0.666 0.8 -1.7 -3.1 -0.665
N 1.090 0.595 0.731 -1.2 2.1 -2.3 -0.232
C -0.212 0.671 0.158 -3.3 1.9 3.7 0.517
H -1.442 -0.624 -0.846 4.1 0.4 0.6 0.353
H -1.026 2.175 1.114 0.8 0.7 1.0 0.250
H 0.947 -2.079 -1.051 -0.3 3.3 3.1 0.336
```
Forces are in eV/Å.

LUMO	0.30	eV
SMILES	[H]/N=c1\nn[nH][nH]1
largest force on an atom	0.1660	hartree/bohr
HOMO energy	-9.0	eV
spin multiplicity	1
charge	0

No. 2
DFT (ωB97M-V/def2-TZVPD) results for a structure of composition C35H78O37S11 in a non-equilibrium geometry.

Geometry as XYZ:
```
161
Properties=species:S:1:pos:R:3:forces:R:3:mulliken_charge:R:1
S -2.384 -1.705 5.043 0.3 0.1 1.1 1.055
S 2.926 6.481 2.506 -0.9 1.9 -1.3 1.188
S -3.016 3.622 3.508 -0.1 -1.6 0.6 0.818
S 3.822 0.456 -5.260 -1.4 -1.8 0.4 0.958
S -5.635 -1.286 -0.588 -0.1 -0.8 -0.7 1.240
S -0.868 -4.437 -0.092 -1.1 1.7 1.4 1.014
S -0.264 -2.362 -4.652 0.8 -1.7 -0.1 0.729
S 5.809 0.942 -0.188 0.8 -0.3 -1.5 1.031
S -0.023 1.193 0.432 -0.8 0.7 -0.7 -0.548
S -3.765 4.162 -4.214 0.4 -0.1 1.4 1.089
S 3.981 -4.659 -0.996 0.8 0.0 0.9 1.154
O 4.591 0.546 0.479 0.7 -0.3 -0.5 -0.352
O 4.594 -4.303 -2.274 -1.7 -0.8 2.4 -0.560
O 3.865 -3.282 -0.080 -0.9 -0.6 -2.2 0.088
O 2.553 1.406 -5.868 2.1 -1.5 1.0 -0.475
O -0.544 -2.101 -6.050 0.2 0.3 2.0 -0.650
O 6.412 2.202 0.159 -0.1 -1.4 0.0 -0.642
O 2.754 -5.488 -0.888 3.4 2.1 -0.3 -0.495
O -1.047 -3.685 -4.179 -1.8 0.5 0.0 -0.341
O 1.159 -3.140 -4.585 -0.3 2.8 -1.4 -0.393
O 1.895 6.005 3.671 1.3 -0.8 -0.6 -0.240
O -5.128 0.273 -0.286 -0.6 -1.2 1.0 -0.104
O 0.835 2.286 0.884 -1.6 -2.0 -0.9 -0.295
O 5.254 -5.223 0.002 -1.8 0.9 -1.2 -0.416
O -2.498 3.671 -3.289 -1.5 1.2 -0.1 -0.057
O -5.736 -2.068 0.651 0.9 1.9 -1.6 -0.604
O 3.533 -0.267 -3.965 0.0 2.0 -3.8 -0.218
O 6.994 -0.265 0.006 -0.1 3.0 0.4 -0.450
O 0.572 -0.231 1.016 -1.3 1.4 0.5 0.117
O 4.105 5.646 2.523 -1.4 0.8 0.6 -0.576
O -4.977 3.546 -3.681 1.5 0.8 -0.6 -0.581
O -0.263 -5.128 -1.221 -0.6 0.4 1.7 -0.677
O -3.335 2.024 3.775 1.1 1.9 0.1 -0.127
O -3.440 -2.998 4.870 2.0 2.4 -0.6 -0.381
O -4.545 3.774 2.851 1.4 3.6 1.9 -0.532
O -2.004 -5.373 0.709 1.2 0.9 -1.3 -0.378
O -2.834 4.319 4.766 -1.1 -1.0 -2.1 -0.593
O -4.850 -1.853 -1.718 -1.6 1.5 2.4 -0.579
O -0.087 -3.788 0.975 -0.2 -1.4 -1.7 -0.263
O -3.701 5.625 -4.302 0.0 -2.5 -0.6 -0.628
O -1.971 3.736 2.521 -1.4 0.2 0.5 -0.262
O -1.495 1.339 0.470 3.6 -0.9 0.4 0.561
O -3.161 -0.481 5.414 1.8 -3.1 -1.3 -0.510
O 0.340 0.740 -1.121 -4.3 3.1 1.1 0.497
O -0.298 -1.322 -3.636 -0.4 -1.5 -1.6 0.033
O -1.329 -2.212 5.942 -2.1 1.0 -1.7 -0.664
O 4.979 1.281 -5.322 -0.1 0.5 0.2 -0.656
O 3.007 7.954 2.523 0.1 -2.4 0.4 -0.651
C -5.032 1.124 -1.452 0.9 -0.8 -2.3 -0.842
C 1.496 -0.768 0.107 1.8 -1.7 -1.3 0.870
C -4.228 1.547 2.789 -1.0 -1.2 -0.7 0.055
C 0.219 6.270 5.327 -0.5 -2.0 -0.1 -0.970
C 1.445 -0.587 5.235 0.4 -0.1 -0.9 -0.427
C -0.593 4.019 -1.809 0.0 0.5 -0.1 -0.313
C 3.977 -0.703 -6.693 -1.0 -0.3 1.4 -0.966
C -4.780 -2.654 4.485 -1.2 -2.9 1.2 0.152
C -1.567 -6.376 1.651 1.3 -0.5 0.3 -0.384
C -1.609 -1.586 3.323 -0.8 0.0 1.7 -0.068
C 5.704 0.932 -2.088 0.6 -0.9 2.1 -0.900
C 1.066 -4.338 -3.941 -0.2 -3.4 0.9 0.252
C -1.244 -5.873 3.075 -1.0 0.0 -0.3 -0.748
C 7.962 -2.506 -0.368 -0.1 1.1 0.1 -1.468
C -7.385 -1.013 -1.141 0.9 -0.1 0.3 -1.118
C 1.522 0.142 -1.105 3.5 -1.3 -0.2 -0.456
C 0.683 6.729 3.993 1.0 2.1 -0.4 -0.074
C 1.877 1.896 3.949 0.6 -2.3 0.5 -0.882
C 1.199 1.016 -5.585 -0.1 0.2 1.6 0.995
C 0.598 0.489 5.458 0.7 -1.0 1.3 -0.960
C 6.728 -1.597 -0.271 -1.7 -2.0 -0.1 0.969
C 0.920 1.699 4.926 -0.4 2.5 -1.2 -0.156
C -1.449 4.636 -2.936 1.6 -1.0 -1.0 -0.579
C -4.776 2.764 1.966 0.9 -2.2 -0.9 0.021
C -3.430 3.198 -5.760 -0.7 1.5 0.6 -0.945
C 1.913 6.034 1.043 1.0 0.2 0.8 -0.963
C 0.344 2.177 -5.992 -0.8 -0.2 -0.3 -0.974
C 5.199 -4.571 1.294 -1.1 -0.9 0.8 -0.478
C -0.318 -4.965 -4.246 1.1 2.0 -0.4 -0.348
C -3.592 1.172 -1.974 0.5 -1.4 0.7 0.374
C -5.599 -2.742 5.772 -0.9 1.2 0.0 -1.302
C 3.999 -3.564 1.301 0.5 -0.5 -0.4 -0.325
C 2.636 0.732 3.633 0.0 2.6 -1.2 0.047
C 2.483 -0.451 4.276 -1.3 -0.9 1.2 -0.539
C -2.054 -3.135 -0.690 0.3 -1.3 0.5 -0.643
H 2.320 6.393 0.098 0.5 0.1 0.3 0.503
H 1.113 0.943 -4.500 0.1 -0.6 0.0 -0.440
H 2.070 2.845 3.470 -0.1 0.0 0.1 0.570
H 1.967 4.946 1.068 -0.8 0.0 -0.1 0.131
H -0.041 6.605 3.188 -0.1 -0.2 0.2 0.229
H 6.144 -4.100 1.567 0.0 0.0 -0.5 0.332
H 8.578 -2.301 0.508 0.4 0.3 -0.2 0.382
H 1.788 -5.004 -4.414 0.5 0.2 0.7 0.385
H 3.047 -3.938 1.676 0.2 -0.3 0.1 0.207
H -5.134 -3.562 3.997 0.4 0.0 -0.8 0.304
H 0.988 7.774 4.034 -0.2 0.2 -0.2 0.346
H -2.326 -7.156 1.598 -0.4 0.5 0.4 0.450
H 7.731 -3.566 -0.265 -0.5 0.1 -0.4 0.313
H -0.975 -0.701 3.385 -0.3 0.1 -0.2 0.003
H -1.577 -6.654 3.759 0.0 0.1 0.2 0.420
H -1.684 5.691 -2.796 -1.1 -0.4 0.7 0.442
H 4.998 -5.398 1.975 0.1 0.3 0.4 0.327
H -7.419 -1.589 -2.066 -0.4 0.3 0.0 0.401
H -0.713 6.692 5.703 0.3 0.5 -0.2 0.362
H -6.613 -3.072 5.544 -0.3 0.5 -0.2 0.424
H 4.833 -1.349 -6.497 0.4 0.6 -0.3 0.404
H 1.296 -1.797 -0.192 -1.1 0.0 0.3 -0.203
H -5.421 2.142 -1.453 -0.4 -0.1 1.4 0.350
H -1.195 3.765 -0.936 0.0 0.2 0.0 -0.065
H 6.071 -1.639 -1.140 0.3 -0.4 -0.4 0.021
H -5.643 0.619 -2.200 0.1 0.2 -0.4 0.474
H 1.127 -4.212 -2.860 0.5 -0.2 -0.1 -0.248
H -0.170 1.866 -6.903 0.3 0.9 -0.5 0.323
H -4.254 2.944 1.027 0.4 -0.2 0.0 0.037
H 0.027 3.148 -2.021 -0.6 -0.3 -0.7 -0.082
H -5.823 2.685 1.674 -0.1 0.0 0.7 0.312
H 6.102 -2.030 0.509 -0.1 0.2 0.4 -0.417
H -0.043 5.235 5.105 -0.2 -0.4 0.6 0.039
H 0.997 6.218 6.089 0.0 0.5 -0.1 0.313
H -0.978 -2.462 3.171 -0.2 -0.1 0.2 0.156
H -0.898 4.710 -3.874 0.7 -0.1 0.0 0.339
H 3.145 -1.408 -6.677 -0.3 0.2 0.1 0.209
H -5.045 1.063 3.324 -0.1 0.2 0.2 0.380
H -0.324 -5.416 -5.239 -0.4 0.5 -0.3 0.337
H -7.632 0.044 -1.236 0.4 -0.1 -0.4 0.289
H 3.319 0.887 2.810 0.5 -0.4 0.0 0.579
H -2.894 1.770 -1.387 -0.5 0.7 -0.4 -0.253
H 0.360 2.575 5.217 -0.3 0.1 0.2 0.345
H 3.929 -0.140 -7.625 0.5 0.1 0.3 0.378
H -0.209 -5.637 3.323 0.0 -0.1 -0.6 0.241
H 0.969 6.561 1.187 -0.2 -0.7 0.1 0.381
H -4.282 3.598 -6.310 0.2 -0.3 -0.6 0.452
H -8.068 -1.395 -0.382 0.4 -0.3 0.0 0.366
H -0.715 -5.704 -3.550 0.1 0.7 0.3 0.291
H -0.186 0.471 6.200 -0.1 -0.4 0.0 0.514
H -1.841 -4.981 3.267 -0.1 0.0 0.2 0.010
H 2.528 -0.865 0.444 -0.1 0.6 0.9 -0.455
H -3.131 0.201 -1.793 -0.3 -0.5 -0.1 -0.148
H -5.310 -3.500 6.500 0.8 0.0 -0.4 0.303
H -4.974 -1.838 3.788 0.5 0.4 0.5 0.124
H 2.338 0.845 -0.935 0.1 0.3 -0.3 0.163
H 1.662 -0.357 -2.063 0.1 -0.2 0.2 -0.089
H 5.315 -0.022 -2.442 -0.5 0.4 0.2 0.107
H 0.889 0.091 -6.071 0.3 -0.1 0.0 0.197
H -0.480 2.354 -5.301 0.2 -0.1 0.4 -0.096
H 0.979 3.062 -6.001 -0.3 0.1 -0.6 0.359
H 1.301 -1.533 5.735 -0.1 0.0 0.0 0.419
H -3.518 1.293 -3.054 -0.2 0.5 0.3 0.069
H 0.182 4.733 -1.529 -0.3 0.4 0.2 0.424
H 5.151 1.818 -2.400 0.2 -0.2 0.0 0.463
H -0.696 -6.929 1.298 0.3 0.3 -0.5 0.269
H -2.477 3.440 -6.232 -0.2 0.2 0.2 0.306
H -1.642 -2.438 -1.420 0.4 -0.4 -0.1 0.168
H -3.762 0.750 2.210 0.2 0.4 -0.3 -0.107
H 4.207 -2.605 1.774 0.2 -0.2 0.0 0.239
H -2.433 -1.549 2.609 0.2 0.3 0.0 -0.002
H -2.876 -3.714 -1.111 -0.1 0.4 0.0 0.640
H -2.352 -2.571 0.194 -0.1 -0.3 0.0 -0.136
H 8.487 -2.315 -1.304 0.3 -0.1 0.2 0.378
H -3.554 2.125 -5.613 0.0 0.3 0.4 0.278
H 6.767 0.903 -2.325 -0.1 0.6 -0.2 0.502
H -5.601 -1.767 6.258 -0.2 -0.1 0.3 0.281
H 3.089 -1.313 4.043 0.2 0.0 0.0 0.398
```
Forces are in eV/Å.

LUMO	-0.02	eV
largest force on an atom	0.1045	hartree/bohr
HOMO energy	-8.7	eV
spin multiplicity	1
charge	0

No. 3
DFT (ωB97M-V/def2-TZVPD) results for the molecule C4H6N2.

Geometry as XYZ:
```
12
Properties=species:S:1:pos:R:3:forces:R:3:mulliken_charge:R:1
N -0.631 1.900 -1.135 0.4 -0.2 0.3 -0.539
N 0.736 -1.842 0.701 -0.2 0.3 0.3 -0.604
C -0.056 0.973 -0.519 -0.2 0.3 -0.2 0.282
C -1.110 0.455 -1.352 -0.2 -0.3 -0.2 -0.364
C 0.349 -0.695 1.074 0.1 -0.3 -0.1 -0.015
C 0.964 0.546 0.473 0.0 0.0 0.0 -0.356
H 1.190 1.333 1.202 -0.1 -0.1 -0.1 0.273
H 0.137 -2.565 1.101 0.1 0.0 0.1 0.261
H -0.866 -0.028 -2.296 -0.1 0.2 0.0 0.212
H 1.881 0.257 -0.054 -0.1 0.1 0.1 0.235
H -0.522 -0.517 1.720 0.2 -0.1 0.0 0.402
H -2.072 0.185 -0.915 0.1 0.1 -0.1 0.213
```
Forces are in eV/Å.

LUMO	0.97	eV
SMILES	[H]/N=C/CC1=NC1
largest force on an atom	0.0102	hartree/bohr
HOMO energy	-10.0	eV
spin multiplicity	1
charge	0

No. 4
DFT (ωB97M-V/def2-TZVPD) results for a cluster of 3 separate species, C9H13NO3 in total in a non-equilibrium geometry.

Geometry as XYZ:
```
26
Properties=species:S:1:pos:R:3:forces:R:3:mulliken_charge:R:1
O 3.634 -0.224 0.350 0.1 0.7 -4.8 -0.669
O 1.947 1.825 1.126 -0.6 1.0 -1.2 -0.527
O -1.673 1.324 0.421 2.9 -0.6 2.1 -0.510
N -0.930 -2.164 0.125 -2.3 0.4 0.0 -0.648
C -2.232 1.981 -0.664 1.8 -2.7 -1.8 -0.790
C 2.504 -1.254 -0.230 5.4 2.9 -3.8 -0.706
C -3.130 -1.062 0.703 2.0 2.1 1.4 -1.150
C -0.903 0.188 0.180 -2.4 -1.3 0.0 -0.098
C -1.697 -1.044 0.199 3.5 2.4 0.5 0.713
C 0.346 -2.030 -0.047 0.9 -1.5 0.5 -0.661
C 0.509 0.164 0.075 -2.3 6.7 -0.9 0.841
C 1.171 -0.935 -0.124 -4.1 -2.7 3.1 0.930
C 1.418 1.399 -0.128 -2.7 1.5 1.4 -0.802
H -3.878 -0.497 -0.049 1.5 -1.2 2.6 0.236
H 0.991 -2.852 0.063 -0.3 -2.3 -0.2 0.250
H -2.533 2.911 -0.295 -0.7 1.5 -0.2 0.278
H 2.328 -1.063 -1.404 2.6 -1.0 1.5 0.301
H 2.756 -2.279 0.038 0.4 0.4 -0.1 0.381
H -2.941 1.245 -0.950 -2.0 0.4 -0.9 0.247
H 1.978 1.026 -0.934 2.3 -0.1 -0.5 0.337
H -3.218 -2.109 0.792 -1.4 -1.2 0.2 0.491
H 2.687 1.305 1.396 0.9 -1.0 -0.1 0.380
H -2.809 -0.651 2.153 -1.8 -0.8 -4.4 0.198
H -1.524 1.907 -1.537 -0.4 1.2 0.7 0.281
H 4.201 0.567 -0.642 -2.8 -3.8 4.1 0.377
H 0.996 2.322 -0.617 -0.4 -0.9 0.9 0.320
```
Forces are in eV/Å.

LUMO	-0.53	eV
largest force on an atom	0.1404	hartree/bohr
HOMO energy	-8.6	eV
spin multiplicity	1
charge	0